8
Properties=species:S:1:pos:R:3:forces:R:3 method="wB97M-V/def2-TZVPD" e_lumo_ev="-12.26 / -11.68" s2=8.78 max_force_ev_per_a=5.556 spin_multiplicity=6 mol_weight_g_mol=207.043 de_lowest_kj_mol=171.9 charge=+2
C -0.52815 0.39061 0.33509 -1.15 2.93 0.49
C -0.38533 -0.82322 -0.40127 1.47 -0.36 -0.74
H -0.88430 0.28799 1.36959 0.43 0.27 -0.24
F -1.30364 1.32112 -0.33395 2.05 -1.52 1.11
H -0.16866 -1.74804 0.13746 -0.21 0.14 -0.15
H -0.50736 -0.81299 -1.48839 -0.23 -0.11 0.32
O 1.04348 1.21841 0.69057 1.93 -3.90 -3.21
Pm 2.73395 0.16611 -0.30910 -4.30 2.56 2.42

---

8
Properties=species:S:1:pos:R:3:forces:R:3 method="wB97M-V/def2-TZVPD" e_lumo_ev=0.51 max_force_ev_per_a=6.344 smiles="OC(=S)CF" mol_weight_g_mol=94.110 de_lowest_kj_mol=192.2 charge=0
C 0.21974 0.17517 -0.10924 -1.25 -3.67 0.83
C -0.89270 -0.87412 -0.05329 1.63 0.81 2.44
H -1.33315 1.27891 0.08518 2.89 -0.12 -0.46
H -1.09273 -1.36477 0.86527 2.08 -1.45 1.20
H -1.05134 -1.51987 -0.80430 0.36 -2.27 -3.11
O -0.28619 1.31103 -0.01382 -2.83 4.80 0.20
F -1.98290 -0.14394 0.04740 -5.76 2.53 -0.82
S 1.72816 -0.21208 0.03206 2.88 -0.61 -0.28

---

8
Properties=species:S:1:pos:R:3:forces:R:3 method="wB97M-V/def2-TZVPD" e_lumo_ev="-12.34 / -15.27" s2=0.76 max_force_ev_per_a=5.213 spin_multiplicity=2 mol_weight_g_mol=266.426 de_lowest_kj_mol=65.9 charge=+2
H -0.41704 -1.21775 -0.91487 -3.32 2.95 -0.77
C -1.02603 -0.15323 -0.50867 0.65 -0.06 -0.63
C -0.97365 -0.73528 0.84110 1.64 -4.16 -2.68
O 0.21588 -1.16587 0.93813 -1.17 -0.63 4.69
H -1.96651 0.36989 -0.71188 0.23 -0.53 -1.08
F 0.01734 0.78605 -0.53812 -0.70 0.95 -1.51
H -1.81212 -1.38502 1.13157 -0.06 0.40 1.21
Tl 1.62413 0.41100 0.95981 2.73 1.08 0.77

---

8
Properties=species:S:1:pos:R:3:forces:R:3 method="wB97M-V/def2-TZVPD" e_lumo_ev="-0.33 / -2.56" s2=2.02 max_force_ev_per_a=3.754 spin_multiplicity=3 mol_weight_g_mol=110.178 de_lowest_kj_mol=48.5 charge=0
C -0.88343 0.14510 -0.34220 1.31 -1.99 -2.50
C 2.02946 -0.52340 0.19079 0.78 1.72 -0.71
F 3.24895 -0.93875 -0.18373 -0.31 -0.07 0.11
S 1.58790 1.02932 0.07362 1.19 -0.90 0.61
S -0.79978 -1.45134 0.16348 -0.72 -0.77 -0.32
H -1.45676 0.64867 0.30618 -2.01 2.49 1.96
H -0.53915 0.51068 -1.31073 -0.52 -0.25 0.38
H 1.36374 -1.34359 0.41127 0.27 -0.22 0.47

---

10
Properties=species:S:1:pos:R:3:forces:R:3 method="wB97M-V/def2-TZVPD" e_lumo_ev=-0.75 max_force_ev_per_a=3.489 smiles="O=[N+]([O-])[C@H](I)CI" mol_weight_g_mol=326.859 de_lowest_kj_mol=279.6 charge=0
C -0.17531 -0.50980 -0.16710 0.71 -2.23 -2.59
C 1.04562 0.04013 0.43306 2.56 0.74 1.03
N 0.97488 1.53492 0.25695 -0.89 0.12 0.78
O -0.08604 1.98336 -0.15491 0.88 0.24 0.03
O 1.93255 2.14796 0.64228 -0.16 1.10 -0.05
I -0.39651 -2.60691 0.19928 0.16 0.04 -0.05
I 3.07094 -0.34986 -0.23903 -0.14 -0.97 -0.77
H -0.33981 -0.34502 -1.29156 0.78 -0.19 1.77
H -0.98512 -0.10183 0.30406 -2.05 1.06 1.22
H 1.39179 -0.11607 1.51679 -1.86 0.09 -1.37

---

10
Properties=species:S:1:pos:R:3:forces:R:3 method="wB97M-V/def2-TZVPD" e_lumo_ev="-2.58 / -1.80" max_force_ev_per_a=1.277 mol_weight_g_mol=439.756 de_lowest_kj_mol=130.4 charge=0
C 0.48042 -0.68423 -0.55484 0.94 0.03 0.27
C -0.44921 -0.20272 0.50657 -0.41 0.95 0.75
O 0.14350 -0.30356 -1.80885 -0.20 0.10 -0.53
O -0.04123 -0.26251 1.75420 -0.04 -0.05 -0.76
I 2.54615 -0.13832 -0.00716 -0.33 -0.17 -0.16
I -2.49436 -0.43074 0.05802 0.38 0.19 0.21
I -0.10352 3.02566 0.08046 -0.18 -1.23 -0.02
H 0.50744 -1.78208 -0.54167 -0.05 0.18 0.17
H 0.07845 0.66488 -1.87831 0.06 0.07 0.26
H -0.66763 0.11360 2.39158 -0.18 -0.06 -0.19

---

7
Properties=species:S:1:pos:R:3:forces:R:3 method="wB97M-V/def2-TZVPD" e_lumo_ev="-6.78 / -6.78" max_force_ev_per_a=8.804 smiles="C=[N+]=CI" mol_weight_g_mol=167.957 de_lowest_kj_mol=176.6 charge=+1
C -1.24181 -0.34631 -0.48476 2.56 -2.71 -2.08
C 1.17124 0.38322 0.23816 -6.76 0.31 -1.01
N -0.31344 0.32920 -0.03403 8.61 0.43 1.79
I 2.01648 -0.50542 1.78504 0.07 -0.29 0.11
H -1.17866 -1.27144 -1.14778 -0.02 1.27 0.94
H -2.06070 0.12519 -0.18783 -4.67 1.11 0.69
H 1.60690 1.28556 -0.16880 0.22 -0.12 -0.44

---

8
Properties=species:S:1:pos:R:3:forces:R:3 method="wB97M-V/def2-TZVPD" e_lumo_ev=-1.95 max_force_ev_per_a=5.202 mol_weight_g_mol=181.964 de_lowest_kj_mol=259.0 charge=0
C -0.00596 0.27014 1.58064 -1.81 -0.94 4.79
C -0.60734 -0.15751 -1.21206 1.94 -0.09 4.33
N -0.62767 0.16240 2.58614 0.79 0.22 -2.14
N 0.73196 0.44643 0.57474 -0.05 0.61 -4.54
I 0.89988 -0.83526 -2.45401 -1.01 0.06 0.21
H -1.11541 -0.67854 -0.33938 0.53 -0.38 -1.99
H -0.84842 0.87413 -1.12771 -0.23 0.85 -1.05
H 1.57295 -0.08180 0.39163 -0.17 -0.33 0.39